110
Properties=species:S:1:pos:R:3 method="wB97M-V/def2-TZVPD" charge=0 gap_ev=5.742 total_energy_ha=-3958.00032 e_lumo_ev=-1.87 smiles="CCCCCc1c(CCCCN(CCCC)C(=S)SCCC)c(CP(=O)(O)O)cc2c1Sc1cc(N)cc(F)c1N2.O=C1C=CC(=O)C=C1.O=C1C=CC(=O)C=C1" homo_ev=-7.61
C 2.54 -5.78 1.17
C 0.95 -6.17 1.09
C -0.03 -4.94 0.62
C 0.25 -3.52 1.47
C -1.23 -3.00 1.97
C -1.27 -1.43 2.45
C -1.59 -0.14 1.49
C -1.88 -0.30 -0.11
C -3.31 -0.99 -0.50
C -3.31 -1.14 -2.17
C -2.22 -2.25 -2.71
N -1.14 -1.65 -3.63
C -1.18 -2.52 -4.87
C -0.06 -2.15 -6.01
C -0.38 -0.79 -6.88
C -0.57 0.56 -5.96
C 0.22 -1.64 -2.96
S 0.85 -0.09 -2.55
S 1.30 -3.12 -2.57
C 3.10 -2.65 -2.35
C 3.51 -2.20 -0.83
C 4.17 -0.66 -0.76
C -1.63 1.40 2.16
C -1.94 2.76 1.24
P -0.22 3.25 0.48
O 0.25 4.70 0.89
O -0.36 2.99 -1.24
O 1.00 2.14 1.14
C -1.32 1.70 3.76
C -0.96 0.41 4.71
C -0.95 -1.12 4.04
S -0.50 -2.50 5.28
C 0.90 -1.67 6.29
C 2.28 -2.42 6.75
C 3.39 -1.49 7.58
N 4.71 -2.08 8.01
C 3.11 0.12 7.95
C 1.70 0.86 7.48
F 1.42 2.31 7.82
C 0.62 -0.06 6.63
N -0.66 0.64 6.18
H 2.82 -5.76 2.32
H 3.14 -6.66 0.66
H 2.82 -4.75 0.68
H 0.52 -6.59 2.12
H 0.77 -7.05 0.31
H 0.01 -4.72 -0.54
H -1.15 -5.27 0.86
H 0.61 -2.75 0.65
H 1.00 -3.68 2.35
H -1.59 -3.71 2.86
H -2.01 -3.15 1.11
H -1.71 0.74 -0.67
H -1.00 -1.00 -0.53
H -3.54 -2.01 0.04
H -4.16 -0.22 -0.24
H -2.91 -0.08 -2.55
H -4.38 -1.27 -2.61
H -1.65 -2.73 -1.81
H -2.80 -3.09 -3.29
H -1.07 -3.64 -4.55
H -2.24 -2.40 -5.36
H 1.04 -2.08 -5.59
H -0.04 -3.04 -6.80
H 0.56 -0.59 -7.59
H -1.36 -0.88 -7.55
H 0.36 0.76 -5.27
H -1.59 0.43 -5.38
H -0.66 1.49 -6.69
H 3.40 -1.80 -3.09
H 3.79 -3.59 -2.61
H 2.53 -2.14 -0.18
H 4.22 -2.98 -0.27
H 5.11 -0.77 -0.05
H 4.51 -0.27 -1.80
H 3.44 0.09 -0.18
H -2.35 3.65 1.92
H -2.73 2.47 0.42
H -1.33 2.77 -1.42
H 1.91 2.39 0.78
H -1.31 2.80 4.21
H 2.49 -3.55 6.49
H 4.92 -1.92 9.02
H 5.44 -1.55 7.45
H 3.88 0.79 8.56
H -0.64 1.67 6.37
O -7.09 8.37 1.80
C -6.54 7.28 1.68
C -5.96 6.85 0.40
C -5.36 5.67 0.27
C -5.26 4.73 1.41
O -4.71 3.64 1.29
C -5.84 5.16 2.69
C -6.43 6.35 2.82
H -6.05 7.55 -0.43
H -4.93 5.33 -0.67
H -5.75 4.47 3.52
H -6.86 6.68 3.76
O 5.87 2.05 -3.49
C 4.86 2.57 -3.94
C 3.58 2.52 -3.21
C 2.48 3.08 -3.71
C 2.49 3.79 -5.01
O 1.48 4.31 -5.46
C 3.78 3.84 -5.74
C 4.88 3.28 -5.24
H 3.59 2.00 -2.26
H 1.53 3.05 -3.19
H 3.77 4.37 -6.69
H 5.83 3.31 -5.76


83
Properties=species:S:1:pos:R:3 method="wB97M-V/def2-TZVPD" charge=-1 gap_ev=5.591 total_energy_ha=-5501.83323 e_lumo_ev=1.80 homo_ev=-3.79 relative_energy_kj_mol=0.0
In -2.35 -0.28 -0.75
N 1.11 1.54 -0.95
P 1.35 -0.08 -0.26
C 3.12 0.03 -0.03
C 3.86 0.47 -1.10
C 5.23 0.54 -0.98
C 5.84 0.18 0.19
C 5.09 -0.26 1.28
C 3.70 -0.33 1.18
C 1.35 -1.17 -1.71
C 2.04 -2.36 -1.53
C 2.19 -3.24 -2.59
C 1.73 -2.90 -3.85
C 1.05 -1.70 -4.03
C 0.88 -0.82 -2.97
P -0.12 2.63 -0.68
C 0.42 4.26 -0.97
C 1.55 4.65 -0.27
C 1.98 5.97 -0.34
C 1.25 6.88 -1.09
C 0.13 6.47 -1.80
C -0.29 5.14 -1.78
C -0.67 2.57 1.03
C 0.15 2.02 2.01
C -0.23 2.05 3.34
C -1.40 2.70 3.71
C -2.17 3.31 2.74
C -1.77 3.33 1.43
H 1.58 1.74 -1.82
H 3.41 0.64 -2.07
H 5.82 0.89 -1.81
H 6.92 0.21 0.30
H 5.57 -0.52 2.20
H 3.09 -0.65 2.02
H 2.46 -2.61 -0.56
H 2.69 -4.19 -2.42
H 1.90 -3.58 -4.68
H 0.61 -1.47 -4.99
H 0.32 0.12 -3.10
H 2.11 3.93 0.32
H 2.86 6.28 0.21
H 1.56 7.91 -1.13
H -0.44 7.16 -2.41
H -1.16 4.78 -2.31
H 1.11 1.57 1.73
H 0.40 1.57 4.08
H -1.71 2.71 4.75
H -3.07 3.85 3.02
H -2.29 3.94 0.69
F -0.87 -0.51 4.66
C -2.03 -1.03 4.24
F -3.08 -0.31 4.66
F -2.14 -2.31 4.61
S -1.99 -0.96 2.34
O -2.74 0.16 1.82
O -0.62 -0.99 1.94
N -2.64 -2.40 1.91
S -3.99 -2.64 1.00
O -3.74 -2.29 -0.39
O -4.54 -3.92 1.35
C -5.28 -1.29 1.47
F -5.12 -0.93 2.77
F -6.48 -1.84 1.31
F -5.13 -0.21 0.66
S -2.22 -1.85 -3.22
C -1.53 -3.02 -2.20
N -1.06 -2.83 -0.98
C -0.52 -3.93 -0.39
C 0.10 -3.99 0.87
C 0.53 -5.23 1.33
C 0.45 -6.35 0.49
C -0.13 -6.31 -0.77
C -0.63 -5.11 -1.21
S -1.41 -4.74 -2.75
H 0.19 -3.07 1.46
H 0.92 -5.35 2.33
H 0.88 -7.30 0.81
H -0.18 -7.21 -1.38
O -3.20 1.31 -2.88
S -2.98 2.43 -2.02
O -1.15 2.20 -1.85
O -3.38 2.15 -0.67
O -3.08 3.78 -2.54


102
Properties=species:S:1:pos:R:3 method="wB97M-V/def2-TZVPD" charge=-1 gap_ev=4.240 total_energy_ha=-3310.80540 e_lumo_ev=1.72 homo_ev=-2.52
O -5.45 -0.37 -4.77
C -5.98 0.27 -3.95
I -8.29 0.10 -3.92
C -5.45 1.33 -2.96
C -3.97 1.51 -2.96
C -3.24 0.46 -2.09
C -2.68 1.05 -0.77
C -1.62 0.20 -0.08
F -1.94 -0.14 1.21
F -0.40 0.85 0.03
F -1.34 -0.97 -0.70
H -5.87 1.06 -1.98
H -6.02 2.24 -3.27
H -3.59 1.43 -3.99
H -2.38 0.06 -2.66
H -3.88 -0.42 -1.85
H -2.25 2.03 -1.00
H -3.49 1.21 -0.03
C -4.30 -3.76 -4.72
O -3.22 -4.27 -3.92
C -3.38 -4.10 -2.60
O -4.33 -3.58 -2.08
O -2.33 -4.62 -1.99
C -2.38 -4.54 -0.56
H -4.04 -4.02 -5.75
H -5.23 -4.25 -4.44
H -4.41 -2.68 -4.63
H -3.23 -5.10 -0.18
H -2.44 -3.50 -0.24
H -1.45 -4.99 -0.21
C 2.08 3.25 0.09
O 3.18 3.10 -0.82
C 2.92 3.49 -2.06
O 1.91 4.00 -2.45
O 4.00 3.23 -2.81
C 3.85 3.60 -4.19
H 2.44 2.93 1.06
H 1.77 4.30 0.15
H 1.23 2.64 -0.21
H 3.67 4.67 -4.28
H 3.02 3.06 -4.64
H 4.78 3.33 -4.67
C -0.56 -2.66 -5.22
O 0.86 -2.51 -5.07
C 1.23 -1.83 -3.99
O 0.51 -1.38 -3.15
O 2.57 -1.74 -4.00
C 3.11 -1.06 -2.86
H -0.69 -3.27 -6.12
H -0.99 -3.17 -4.36
H -1.04 -1.69 -5.35
H 2.86 -1.58 -1.94
H 2.74 -0.04 -2.81
H 4.19 -1.06 -3.01
C 3.71 6.81 0.85
O 3.99 7.33 2.16
C 4.01 6.41 3.12
O 3.82 5.23 2.97
O 4.28 7.01 4.28
C 4.34 6.12 5.40
H 3.71 7.66 0.18
H 4.47 6.09 0.55
H 2.73 6.33 0.84
H 5.13 5.39 5.27
H 3.38 5.62 5.53
H 4.55 6.75 6.26
C 0.59 6.63 7.54
O 1.65 6.08 8.34
C 1.55 6.35 9.64
O 0.68 7.00 10.17
O 2.59 5.79 10.26
C 2.62 6.01 11.68
H 0.80 6.32 6.52
H -0.37 6.23 7.86
H 0.57 7.71 7.62
H 1.73 5.58 12.14
H 2.67 7.07 11.90
H 3.51 5.50 12.03
C 2.09 -1.16 -0.06
O 2.68 -2.27 0.65
C 3.91 -2.57 0.29
O 4.56 -2.03 -0.57
O 4.34 -3.59 1.04
C 5.67 -4.02 0.74
H 1.08 -1.06 0.32
H 2.67 -0.25 0.13
H 2.07 -1.37 -1.12
H 6.38 -3.22 0.90
H 5.74 -4.36 -0.29
H 5.87 -4.85 1.42
C -5.42 -6.95 -2.67
O -5.52 -8.32 -2.25
C -4.58 -8.70 -1.40
O -3.70 -8.01 -0.96
O -4.77 -9.99 -1.10
C -3.82 -10.52 -0.18
H -6.26 -6.78 -3.34
H -5.49 -6.28 -1.81
H -4.48 -6.78 -3.19
H -3.86 -9.99 0.77
H -2.81 -10.46 -0.58
H -4.11 -11.56 -0.04